No. 1
Below is a single C2H5NS molecule at a distorted geometry, with properties calculated with the ωB97M-V functional and the def2-TZVPD basis.

For the HOMO-LUMO gap (spin up / spin down), the calculation gives 7.6 / 8.1 eV. The energy above the lowest of the compared OMol25 structures with the same formula, charge and spin comes out at 148.31 kcal/mol.

Last column: natural (NBO) charge in e.
Geometry (Å):
C: -0.48 -1.62 -0.19  -0.694
C: -0.25 1.13 0.01  -0.847
N: 2.37 0.17 0.05  -0.727
S: 0.95 -0.33 0.19  1.143
H: -1.18 -0.97 0.32  0.176
H: -0.03 -2.62 0.20  0.215
H: -0.42 1.12 -1.08  0.242
H: 0.30 2.12 0.08  0.259
H: -1.25 1.00 0.42  0.232

=====

No. 2
Below is a molecular structure, C3H2N2O2, with properties calculated with the ωB97M-V functional and the def2-TZVPD basis.

For the HOMO-LUMO gap (spin up / spin down), the calculation gives 9.1 / 9.1 eV. The energy above the lowest of the compared OMol25 structures with the same formula, charge and spin comes out at 113.67 kcal/mol.

Last column: natural (NBO) charge in e.
Geometry (Å):
O: 0.59 1.21 -1.59  -0.515
C: 1.15 0.44 -0.87  0.428
C: 0.37 -1.02 -0.59  0.389
N: -0.77 -1.19 -0.24  -0.415
C: -1.33 -0.36 0.74  0.100
N: -0.54 0.53 1.25  -0.003
O: 0.69 0.48 0.86  -0.387
H: 2.20 0.36 -0.61  0.180
H: -2.36 -0.44 1.05  0.223

=====

No. 3
Below is a molecular structure, C38H59BrGeN3NiOPSi3, with properties calculated with the ωB97M-V functional and the def2-TZVPD basis.

For the HOMO-LUMO gap (spin up / spin down), the calculation gives 7.2 / 7.1 eV. As for the total charge: +1. As for the spin multiplicity: 2.

Last column: Löwdin charge in e.
Geometry (Å):
Ni: -0.59 -0.38 -1.00  0.255
Br: 8.94 2.29 7.19  0.765
C: 7.53 1.91 5.99  -0.687
C: 7.00 2.94 5.23  -0.118
C: 5.95 2.65 4.37  -0.021
C: 5.45 1.36 4.28  -0.250
C: 6.01 0.33 5.03  -0.017
C: 7.06 0.61 5.89  -0.115
N: 4.33 1.20 3.40  0.063
N: 3.85 0.06 3.37  0.077
C: 2.64 -0.11 2.64  -0.190
C: 2.16 -1.40 2.72  0.013
C: 0.95 -1.80 2.11  0.021
C: 0.24 -0.87 1.40  -0.329
O: -0.92 -1.20 0.78  -0.369
C: 0.76 0.44 1.21  -0.188
N: 0.08 1.18 0.29  0.058
C: 0.48 2.41 0.07  -0.130
C: 1.58 2.97 0.74  -0.019
C: 2.32 2.20 1.60  0.025
C: 1.94 0.86 1.86  -0.075
H: 7.39 3.94 5.31  0.105
H: 5.51 3.43 3.77  0.111
H: 5.64 -0.68 4.93  0.107
H: 7.50 -0.18 6.48  0.105
H: 2.74 -2.11 3.28  0.123
H: 0.58 -2.81 2.22  0.127
H: -0.06 2.99 -0.67  0.093
H: 1.86 4.00 0.53  0.117
H: 3.20 2.60 2.08  0.095
C: -1.00 1.11 -4.91  -0.080
C: 0.40 0.88 -4.35  -0.672
C: 1.38 0.57 -5.49  -0.069
C: 0.87 2.15 -3.64  -0.087
P: 0.36 -0.47 -3.05  1.121
C: 2.13 -0.76 -2.68  -0.330
C: 2.70 0.01 -1.66  -0.100
C: 4.03 -0.14 -1.31  -0.061
C: 4.82 -1.06 -1.97  -0.065
C: 4.28 -1.83 -2.99  -0.061
C: 2.94 -1.68 -3.35  -0.090
C: -0.39 -2.06 -3.69  -0.671
C: -0.04 -3.12 -2.64  -0.087
C: -0.01 -2.53 -5.10  -0.071
C: -1.92 -1.90 -3.65  -0.109
H: -1.00 2.02 -5.52  0.096
H: -1.75 1.24 -4.13  0.064
H: -1.32 0.29 -5.56  0.072
H: 1.41 1.43 -6.16  0.096
H: 1.07 -0.30 -6.07  0.068
H: 2.39 0.40 -5.11  0.080
H: 0.83 2.98 -4.35  0.097
H: 1.90 2.06 -3.29  0.081
H: 0.24 2.40 -2.79  0.043
H: 2.09 0.74 -1.14  0.070
H: 4.44 0.46 -0.51  0.107
H: 5.86 -1.19 -1.69  0.110
H: 4.89 -2.55 -3.51  0.112
H: 2.55 -2.28 -4.15  0.087
H: 1.01 -3.40 -2.63  0.079
H: -0.63 -4.01 -2.82  0.097
H: -0.31 -2.77 -1.63  0.056
H: 1.06 -2.58 -5.28  0.062
H: -0.45 -1.88 -5.86  0.075
H: -0.42 -3.53 -5.26  0.095
H: -2.25 -1.64 -2.64  0.038
H: -2.38 -2.86 -3.91  0.101
H: -2.29 -1.15 -4.34  0.063
C: -1.87 2.69 2.89  -0.197
Si: -2.41 0.91 3.11  0.400
C: -1.20 0.00 4.21  -0.184
C: -4.12 0.83 3.89  -0.205
Ge: -2.61 -0.22 0.99  0.780
Si: -3.63 1.15 -0.72  0.372
C: -4.42 0.18 -2.12  -0.196
C: -2.61 2.55 -1.42  -0.209
C: -5.03 1.85 0.34  -0.210
Si: -3.80 -2.30 1.22  0.393
C: -3.41 -3.38 -0.27  -0.204
C: -3.13 -3.14 2.76  -0.205
C: -5.65 -2.00 1.37  -0.207
H: -1.99 3.24 3.82  0.041
H: -2.46 3.21 2.12  0.021
H: -0.82 2.75 2.60  0.012
H: -1.39 0.28 5.25  0.045
H: -0.16 0.25 3.99  0.022
H: -1.31 -1.08 4.14  0.024
H: -4.09 1.36 4.84  0.041
H: -4.41 -0.20 4.10  0.024
H: -4.90 1.28 3.28  0.019
H: -3.76 0.05 -2.97  0.003
H: -5.29 0.75 -2.47  0.045
H: -4.78 -0.80 -1.81  0.021
H: -1.70 2.18 -1.91  -0.022
H: -2.34 3.28 -0.66  0.030
H: -3.20 3.07 -2.18  0.048
H: -5.69 1.06 0.71  0.028
H: -5.63 2.50 -0.30  0.045
H: -4.68 2.44 1.18  0.017
H: -2.34 -3.60 -0.32  0.023
H: -3.70 -2.91 -1.21  0.010
H: -3.95 -4.32 -0.19  0.041
H: -2.04 -3.18 2.75  0.017
H: -3.51 -4.16 2.84  0.039
H: -3.44 -2.61 3.67  0.025
H: -6.07 -1.62 0.44  0.025
H: -5.88 -1.29 2.17  0.022
H: -6.15 -2.94 1.60  0.038

=====

No. 4
Below is a single C2H3BF2O molecule at a distorted geometry, with properties calculated with the ωB97M-V functional and the def2-TZVPD basis.

For the HOMO-LUMO gap, the calculation gives 10.8 eV. The energy above the lowest of the compared OMol25 structures with the same formula, charge and spin comes out at 67.24 kcal/mol.

Last column: natural (NBO) charge in e.
Geometry (Å):
B: -1.25 0.06 -0.51  0.481
C: 1.22 0.36 0.06  0.825
C: 0.04 -0.35 0.59  -0.176
O: 2.02 -0.03 -0.69  -0.475
F: 1.26 1.68 0.59  -0.374
F: 0.13 -1.71 0.32  -0.343
H: -2.27 0.73 -0.42  -0.073
H: -1.12 -0.42 -1.55  -0.087
H: -0.04 -0.32 1.63  0.224

=====

No. 5
Below is a single C15H19NO6 molecule, with properties calculated with the ωB97M-V functional and the def2-TZVPD basis.

For the HOMO-LUMO gap, the calculation gives 9.6 eV. The energy above the lowest of the compared OMol25 structures with the same formula, charge and spin comes out at 0.00 kcal/mol.

Last column: natural (NBO) charge in e.
Geometry (Å):
C: -3.06 -3.42 0.28  -0.633
C: -2.52 -2.09 0.76  -0.078
H: -2.75 -1.30 0.04  0.202
H: -2.93 -1.83 1.74  0.185
O: -1.10 -2.14 0.95  -0.510
C: -0.33 -1.92 -0.12  0.810
O: -0.76 -1.66 -1.21  -0.614
C: 1.13 -2.00 0.26  -0.516
H: 1.27 -2.81 0.97  0.237
C: 2.03 -2.16 -0.97  -0.408
H: 2.12 -3.21 -1.23  0.212
H: 1.55 -1.65 -1.81  0.226
C: 3.42 -1.56 -0.75  -0.224
N: 3.32 -0.13 -0.57  -0.625
C: 3.49 0.47 0.62  0.644
O: 3.99 -0.06 1.60  -0.617
C: 2.95 1.91 0.66  -0.165
H: 3.27 2.46 -0.23  0.210
H: 3.27 2.40 1.57  0.220
O: 1.52 1.87 0.71  -0.501
C: 0.85 1.74 -0.44  0.785
O: 1.40 1.70 -1.52  -0.635
C: -0.61 1.64 -0.24  -0.166
C: -1.18 1.72 1.02  -0.143
C: -2.55 1.59 1.17  -0.316
C: -3.36 1.39 0.05  0.335
C: -2.78 1.31 -1.22  -0.285
C: -1.42 1.43 -1.36  -0.117
H: -0.96 1.36 -2.33  0.240
H: -3.42 1.14 -2.06  0.231
O: -4.70 1.25 0.16  -0.656
H: -4.98 1.34 1.08  0.483
H: -3.00 1.65 2.15  0.211
H: -0.56 1.87 1.89  0.234
H: 2.84 0.39 -1.30  0.427
H: 3.88 -1.97 0.15  0.227
H: 4.06 -1.77 -1.61  0.200
H: 1.37 -1.07 0.78  0.239
H: -2.64 -3.66 -0.70  0.221
H: -4.14 -3.37 0.19  0.216
H: -2.79 -4.21 0.97  0.210

=====

No. 6
Below is a single C3H5N3 molecule at a distorted geometry, with properties calculated with the ωB97M-V functional and the def2-TZVPD basis.

For the HOMO-LUMO gap, the calculation gives 10.2 eV. The energy above the lowest of the compared OMol25 structures with the same formula, charge and spin comes out at 45.62 kcal/mol.

Last column: natural (NBO) charge in e.
Geometry (Å):
C: 0.19 1.02 -0.07  -0.068
C: 1.48 0.58 -0.01  -0.342
C: 1.34 -0.85 -0.02  -0.071
H: -2.32 -0.72 -0.69  0.374
H: -2.40 -0.10 0.99  0.364
H: -0.32 1.94 -0.22  0.228
H: 2.40 1.14 0.18  0.236
H: 2.09 -1.66 -0.04  0.211
N: -1.94 -0.01 -0.04  -0.644
N: -0.59 -0.12 -0.06  -0.021
N: 0.07 -1.22 -0.02  -0.268